1.
{
  "formula": "C6H12",
  "method": "wB97M-V/def2-TZVPD",
  "elements": ["C", "C", "C", "H", "H", "H", "H", "H", "H", "C", "C", "C", "H", "H", "H", "H", "H", "H"],
  "coordinates": [[-1.709, -0.574, 0.747], [-2.195, -0.140, -0.428], [-2.225, 1.328, -0.723], [-1.327, -1.585, 0.827], [-1.909, -0.016, 1.651], [-2.356, -0.842, -1.237], [-1.272, 1.704, -1.102], [-2.319, 1.905, 0.205], [-3.091, 1.587, -1.332], [1.748, 0.935, -0.011], [1.964, -0.301, -0.457], [2.253, -1.410, 0.539], [1.851, 1.842, -0.592], [1.781, 1.042, 1.068], [1.901, -0.455, -1.529], [2.287, -2.368, 0.021], [1.455, -1.502, 1.279], [3.163, -1.149, 1.074]],
  "smiles": "C=CC.C=CC",
  "spin_multiplicity": 1,
  "relative_energy_kcal_mol": 59.7,
  "homo_ev": -9.08,
  "total_charge": 0,
  "lumo_ev": 1.2
}

2.
{
  "formula": "C5H10NO",
  "method": "wB97M-V/def2-TZVPD",
  "elements": ["C", "C", "O", "C", "N", "C", "C", "H", "H", "H", "H", "H", "H", "H", "H", "H", "H"],
  "coordinates": [[2.517, 0.752, 0.358], [1.684, -0.106, -0.549], [1.218, -1.436, -0.036], [0.357, -0.503, -0.188], [-1.017, -0.271, -0.119], [-1.834, -1.360, 0.373], [-1.602, 1.022, -0.332], [2.676, 0.258, 1.313], [2.019, 1.704, 0.536], [3.484, 0.952, -0.095], [1.953, -0.144, -1.600], [-2.323, -1.079, 1.307], [-1.221, -2.243, 0.543], [-2.603, -1.600, -0.362], [-2.539, 0.893, -0.875], [-0.938, 1.667, -0.902], [-1.832, 1.493, 0.628]],
  "smiles": "C[C@H]1OC1=[N+](C)C",
  "spin_multiplicity": 1,
  "relative_energy_kcal_mol": 57.2,
  "homo_ev": -15.42,
  "total_charge": 1,
  "lumo_ev": -4.1
}

3.
{
  "formula": "C14H14N4O4",
  "method": "wB97M-V/def2-TZVPD",
  "elements": ["O", "C", "N", "O", "C", "C", "N", "C", "C", "C", "C", "C", "C", "N", "C", "C", "O", "N", "C", "O", "C", "C", "H", "H", "H", "H", "H", "H", "H", "H", "H", "H", "H", "H", "H", "H"],
  "coordinates": [[5.737, 0.668, 0.513], [5.770, -0.426, 0.981], [6.960, -1.135, 0.964], [6.747, -2.527, 1.388], [5.309, -2.875, 1.624], [4.579, -1.370, 1.514], [3.359, -1.472, 0.594], [2.451, -0.564, 0.838], [1.193, -0.632, 0.262], [0.491, 0.637, 0.367], [-0.748, 0.880, -0.159], [-1.413, -0.252, -0.740], [-2.807, -0.091, -1.114], [-3.355, 1.173, -1.191], [-4.782, 1.436, -1.343], [-5.128, 2.802, -2.013], [-6.235, 3.392, -1.260], [-6.128, 2.688, 0.021], [-5.406, 1.527, -0.050], [-5.039, 0.848, 0.940], [-0.719, -1.483, -0.769], [0.511, -1.714, -0.252], [7.504, -0.980, 0.098], [4.936, -3.518, 0.815], [5.139, -3.395, 2.600], [4.033, -1.016, 2.406], [2.671, 0.279, 1.526], [1.021, 1.505, 0.739], [-1.227, 1.869, -0.160], [-3.328, -0.983, -1.478], [-5.237, 0.604, -1.807], [-4.324, 3.576, -1.976], [-5.548, 2.623, -3.049], [-6.594, 2.870, 0.883], [-1.349, -2.230, -1.333], [0.955, -2.714, -0.378]],
  "smiles": "O=C1NOC[C@@H]1/N=C/c1ccc(/C=N/[C@@H]2CONC2=O)cc1",
  "spin_multiplicity": 1,
  "relative_energy_kcal_mol": 178.5,
  "homo_ev": -8.75,
  "total_charge": 0,
  "lumo_ev": -0.9
}

4.
{
  "formula": "C27H34ClN8O4PS",
  "method": "wB97M-V/def2-TZVPD",
  "elements": ["N", "C", "N", "N", "C", "O", "S", "O", "O", "P", "O", "Cl", "H", "H", "H", "H", "H", "H", "H", "H", "H", "N", "C", "C", "C", "C", "C", "H", "H", "H", "H", "H", "N", "C", "C", "C", "C", "C", "H", "H", "H", "H", "H", "N", "C", "C", "C", "C", "C", "H", "H", "H", "H", "H", "N", "C", "C", "C", "C", "C", "H", "H", "H", "H", "H", "N", "C", "C", "C", "C", "C", "H", "H", "H", "H", "H"],
  "coordinates": [[2.757, 2.382, 1.026], [2.271, 2.969, 2.248], [3.354, 3.747, 2.839], [1.225, 3.948, 1.870], [1.667, 1.927, 3.286], [1.565, 0.571, 2.834], [2.835, -0.441, 3.148], [3.794, -0.257, 2.040], [3.672, 0.131, 4.478], [3.008, -0.391, 5.959], [1.363, -0.240, 5.735], [3.452, 1.258, 7.171], [2.173, 1.634, 0.692], [3.720, 2.101, 1.106], [3.071, 4.083, 3.748], [4.157, 3.137, 2.918], [1.136, 4.594, 2.649], [0.330, 3.484, 1.769], [2.197, 2.050, 4.240], [0.637, 2.248, 3.483], [1.105, 0.687, 5.654], [0.947, -2.854, -0.616], [2.059, -2.497, 0.031], [3.304, -3.058, -0.201], [3.405, -4.053, -1.160], [2.264, -4.440, -1.845], [1.068, -3.811, -1.537], [1.932, -1.717, 0.772], [4.169, -2.723, 0.354], [4.359, -4.518, -1.373], [2.302, -5.211, -2.603], [0.150, -4.078, -2.050], [-3.089, 1.503, 3.737], [-2.115, 0.594, 3.666], [-1.984, -0.468, 4.547], [-2.914, -0.596, 5.566], [-3.934, 0.338, 5.659], [-3.976, 1.360, 4.724], [-1.408, 0.733, 2.855], [-1.172, -1.175, 4.437], [-2.847, -1.410, 6.276], [-4.681, 0.272, 6.439], [-4.759, 2.111, 4.756], [3.274, -0.604, -4.171], [2.998, 0.212, -5.192], [1.801, 0.202, -5.890], [0.831, -0.712, -5.508], [1.095, -1.570, -4.452], [2.324, -1.474, -3.820], [3.788, 0.907, -5.456], [1.635, 0.889, -6.709], [-0.119, -0.754, -6.028], [0.363, -2.296, -4.124], [2.573, -2.120, -2.988], [2.030, 1.864, -8.788], [2.615, 1.344, -9.870], [2.772, 2.027, -11.064], [2.294, 3.325, -11.147], [1.682, 3.884, -10.037], [1.578, 3.116, -8.889], [2.971, 0.326, -9.759], [3.257, 1.555, -11.908], [2.397, 3.892, -12.064], [1.295, 4.894, -10.061], [1.110, 3.514, -7.995], [-6.610, -2.323, 5.880], [-6.705, -1.633, 4.742], [-7.815, -1.658, 3.913], [-8.892, -2.448, 4.284], [-8.815, -3.174, 5.461], [-7.659, -3.076, 6.219], [-5.837, -1.035, 4.491], [-7.835, -1.075, 3.003], [-9.778, -2.496, 3.664], [-9.633, -3.802, 5.785], [-7.556, -3.623, 7.149]],
  "spin_multiplicity": 1,
  "homo_ev": -9.13,
  "total_charge": 0,
  "lumo_ev": 0.3
}

5.
{
  "formula": "C2H3BrO2",
  "method": "wB97M-V/def2-TZVPD",
  "elements": ["C", "C", "O", "O", "Br", "H", "H", "H"],
  "coordinates": [[0.851, 0.062, 0.588], [-0.597, -0.006, -0.655], [0.133, 1.042, -0.146], [0.207, -0.989, -0.103], [-2.424, -0.070, 0.070], [1.931, 0.095, 0.424], [0.607, 0.046, 1.660], [-0.708, -0.180, -1.838]],
  "spin_multiplicity": 1,
  "relative_energy_kcal_mol": 44.0,
  "homo_ev": -10.31,
  "total_charge": 0,
  "lumo_ev": 0.9
}